# 1
# C31H33N5O3SSbTi

A molecular structure, C31H33N5O3SSbTi (wB97M-V/def2-TZVPD, the Open Molecules 2025 dataset).

```
75
Properties=species:S:1:pos:R:3:forces:R:3
Ti -0.9561 1.0420 0.5461 -0.3 -0.6 0.4
O -2.5202 0.2131 0.1194 -0.1 0.1 0.0
C -3.8306 0.4700 -0.0052 0.2 0.0 -0.1
C -4.7407 -0.5761 -0.0644 -0.1 0.0 0.0
C -6.0914 -0.2938 -0.1797 0.0 0.0 0.0
C -6.5500 1.0194 -0.2514 0.0 0.0 0.0
C -5.6401 2.0551 -0.2192 0.0 0.0 0.0
C -4.2703 1.7968 -0.0944 0.0 0.1 0.0
C -3.3455 2.9059 -0.1054 0.0 -0.1 0.0
N -2.0772 2.8329 0.0615 0.0 0.0 0.0
C -1.3176 4.1006 -0.0007 0.0 0.0 0.0
C 0.1734 3.7888 0.0780 0.0 0.0 0.0
N 0.2834 2.6807 1.0176 -0.1 0.0 0.0
C 0.9438 2.7948 2.1088 0.1 0.0 0.0
C 0.8673 1.8589 3.2051 0.0 0.0 0.0
C 1.8313 1.8927 4.2197 0.0 0.0 0.0
C 1.7158 1.0760 5.3227 0.0 0.0 0.0
C 0.5995 0.2477 5.4459 0.0 0.0 0.0
C -0.3827 0.2206 4.4732 0.0 0.0 0.0
C -0.2452 1.0093 3.3334 -0.1 0.1 -0.1
O -1.1896 0.9817 2.3841 0.1 0.0 0.0
H -4.3829 -1.5960 -0.0208 0.0 0.0 0.0
H -6.7993 -1.1112 -0.2194 0.0 0.0 0.0
H -7.6072 1.2236 -0.3408 0.0 0.0 0.0
H -5.9778 3.0820 -0.2914 0.0 0.0 0.0
H -3.7906 3.8868 -0.2839 0.0 0.0 0.0
H -1.6088 4.7157 0.8532 0.0 0.0 0.0
H -1.5559 4.6394 -0.9177 0.0 0.0 0.0
H 0.7381 4.6581 0.4165 0.0 0.0 0.0
H 0.5605 3.4745 -0.8893 0.0 0.0 0.0
H 1.5678 3.6779 2.2524 0.0 0.0 0.0
H 2.6773 2.5624 4.1200 0.0 0.0 0.0
H 2.4703 1.0912 6.0963 0.0 0.0 0.0
H 0.4910 -0.3762 6.3238 0.0 0.0 0.0
H -1.2669 -0.3934 4.5819 0.0 0.0 0.0
N -0.1723 1.1117 -1.3292 0.1 0.1 -0.2
C 0.3051 1.0049 -2.3896 0.0 0.0 0.0
C 0.8889 0.9309 -3.6201 0.0 0.0 0.0
C 0.3651 0.0295 -4.5810 0.0 0.0 0.0
N -0.0951 -0.7138 -5.3310 0.0 -0.1 0.0
C 2.0329 1.7452 -3.8347 0.0 0.0 0.0
N 2.9547 2.4293 -3.9330 0.0 0.0 0.0
C 5.4809 1.1838 0.3269 0.0 0.0 0.0
Sb 3.5025 0.3920 0.5407 0.1 0.1 0.0
C 3.4369 -0.5242 -1.3981 0.0 0.0 0.0
C 4.1606 -1.3707 1.5752 0.0 0.0 0.0
H 6.1379 0.4410 -0.1247 0.0 0.0 0.0
H 5.8755 1.4604 1.3045 0.0 0.0 0.0
H 5.4614 2.0714 -0.3042 0.0 0.0 0.0
H 4.2206 -1.2790 -1.4621 0.0 0.0 0.0
H 3.6111 0.2340 -2.1617 0.0 0.0 0.0
H 2.4700 -0.9929 -1.5877 0.0 0.0 0.0
H 4.9023 -1.8814 0.9613 0.0 0.0 0.0
H 3.3362 -2.0524 1.7842 0.0 0.0 0.0
H 4.6170 -1.0874 2.5234 0.0 0.0 0.0
C 0.1958 -4.4330 -4.6061 0.0 0.0 0.0
C 0.2155 -3.8738 -3.2152 0.0 0.0 0.0
C -0.7374 -2.9192 -2.8380 0.0 0.0 0.0
C -0.7412 -2.3789 -1.5697 0.0 -0.1 0.0
C 0.2282 -2.7979 -0.6599 0.0 0.0 0.0
C 1.1870 -3.7374 -1.0051 0.0 0.0 0.0
C 1.1646 -4.2782 -2.2834 0.0 0.0 0.0
S 0.3340 -2.1003 0.9467 0.1 0.0 0.0
C -1.2235 -2.5982 1.6587 -0.1 0.0 -0.1
O 0.1953 -0.5868 0.7551 -0.1 0.3 0.0
H -0.6931 -5.0494 -4.7535 0.0 0.0 0.0
H 1.0718 -5.0479 -4.8033 0.0 0.0 0.0
H 0.1584 -3.6250 -5.3371 0.0 0.0 0.0
H -1.4673 -2.5863 -3.5652 0.0 0.0 0.0
H -1.4774 -1.6346 -1.2915 0.0 0.0 0.0
H 1.9511 -4.0333 -0.2962 0.0 0.0 0.0
H 1.9110 -5.0100 -2.5645 0.0 0.0 0.0
H -2.0373 -2.1762 1.0712 0.0 0.0 0.0
H -1.2522 -2.2309 2.6825 0.0 0.0 0.0
H -1.2485 -3.6870 1.6393 0.0 0.0 0.0
```
Forces are in eV/Å.

Calculated total energy: -86760.0508 eV
Relative energy (zero: lowest compared OMol25 entry of this formula, charge and spin): 0.0 kJ/mol
Kohn-Sham gap: 0.2430 Ha
Net charge: +1


# 2
# C31H34BrN6NaO4S2Se2

A molecular structure, C31H34BrN6NaO4S2Se2 (wB97M-V/def2-TZVPD, the Open Molecules 2025 dataset).

```
81
Properties=species:S:1:pos:R:3:forces:R:3
Na 0.3880 -0.9299 0.0017 -0.3 0.2 0.0
C -2.8734 -1.8758 1.3781 0.6 0.7 -1.0
C -2.5977 -0.5544 0.6171 -0.1 -1.1 -0.7
N -2.2969 -0.6484 -0.6338 0.1 -0.4 0.3
N -2.0637 0.5517 -1.3000 0.1 0.3 0.4
C -1.3762 0.4981 -2.3943 0.0 -0.1 0.3
S -0.6222 -0.7778 -3.2480 0.1 0.0 0.1
S -1.1606 2.1130 -3.1726 0.1 0.0 0.1
C -1.9269 3.2185 -1.9633 0.4 1.0 0.1
C -3.4206 3.1908 -1.8640 -0.4 0.0 0.5
C -4.0898 4.1518 -1.0895 -0.5 -1.0 -0.5
C -5.4807 4.0926 -0.9349 0.9 0.4 -0.2
C -6.2125 3.1046 -1.5659 -0.2 0.1 0.1
C -5.5372 2.1651 -2.3387 -0.9 -0.3 0.1
C -4.1674 2.1958 -2.4755 0.1 -0.5 -0.6
C -2.6510 0.6886 1.3936 -0.4 0.4 0.3
C -3.8089 1.4349 1.5531 -0.5 -0.3 -0.5
C -3.8510 2.6013 2.3052 0.2 0.1 -0.3
C -2.6515 3.0335 2.8489 0.1 0.6 0.3
C -1.4861 2.3015 2.7074 0.2 0.0 0.4
C -1.4333 1.0569 2.0279 0.1 0.1 -0.2
O -0.3853 0.3090 1.9268 0.1 0.0 0.1
H -2.5444 -2.7116 0.7595 0.0 0.0 -0.1
H -3.9491 -1.9833 1.5403 0.1 0.1 0.4
H -2.2838 -1.8946 2.3016 -0.4 0.1 0.0
H -1.7094 4.2756 -2.2891 0.4 -1.0 0.3
H -1.4689 3.0187 -0.9723 -0.2 0.2 -0.5
H -3.5433 4.9104 -0.5644 0.3 0.3 0.1
H -5.9259 4.8807 -0.3473 -0.4 -0.1 0.2
H -7.2977 3.0602 -1.4383 0.3 0.0 -0.1
H -6.1298 1.3698 -2.7955 0.3 0.1 0.0
H -3.6746 1.4094 -3.0667 -0.2 0.6 0.4
H -4.7318 1.1433 1.0295 0.5 -0.1 0.1
H -4.7482 3.2077 2.3009 0.0 0.0 0.2
H -2.5929 4.0012 3.3772 -0.1 -0.5 -0.2
H -0.5821 2.6958 3.1522 0.2 -0.1 0.0
C 0.1399 -0.2162 5.1937 0.1 0.9 0.2
Se 1.8790 -1.0802 5.1662 0.2 0.3 -0.2
C 2.4507 -0.0698 3.5617 0.5 -0.5 -0.1
C 3.7794 -0.5581 2.9400 0.0 -0.2 0.8
Se 3.6953 -1.8607 1.4546 -0.2 0.4 0.4
C 2.4036 -3.0494 2.2633 -0.5 0.3 0.0
H -0.1592 -0.0559 4.1637 -0.1 0.0 -0.3
H 0.1577 0.7506 5.7166 0.2 -0.2 -0.2
H -0.6017 -0.8127 5.6820 -0.3 -0.6 0.3
H 2.5644 0.9738 3.8409 -0.1 0.1 0.2
H 1.6027 -0.1377 2.8979 -0.2 0.1 -0.4
H 4.4245 -0.9672 3.7483 -0.3 0.2 -0.5
H 4.2935 0.3146 2.5343 0.0 -0.1 -0.1
H 2.7404 -3.4510 3.2049 0.2 0.0 0.3
H 2.1949 -3.8563 1.5909 0.1 -0.4 -0.5
H 1.4504 -2.5276 2.3769 0.2 0.0 0.2
C 2.5437 4.3572 -1.4790 -0.1 0.2 -0.5
N 2.7914 2.9533 -1.6507 0.0 -1.1 0.2
C 3.7395 2.4486 -2.4715 -0.2 -0.1 -0.2
C 3.8838 1.1139 -2.6681 -0.3 0.5 0.2
C 2.9384 0.2510 -1.9602 0.5 0.5 -0.2
N 2.0648 0.7349 -1.1027 0.3 -0.5 -0.1
C 1.9900 2.0635 -0.8720 -0.5 0.8 0.2
O 1.2566 2.5844 -0.0544 -0.1 0.0 0.1
N 3.0022 -1.0699 -2.1336 0.8 0.0 -0.9
H 3.1828 4.8597 -2.1976 0.2 0.4 0.1
H 2.7338 4.6770 -0.4597 0.1 0.1 0.1
H 1.5088 4.6032 -1.7286 0.0 -0.2 0.1
H 4.3458 3.1804 -2.9991 0.0 -0.1 0.1
H 4.6559 0.7965 -3.3633 -0.3 -0.3 0.2
H 3.5146 -1.4283 -2.9305 -0.2 0.1 0.3
H 2.3115 -1.6748 -1.7386 -0.6 -0.5 0.4
Br 4.0127 -8.5990 -1.2945 0.4 -0.7 0.0
C 3.2990 -6.9801 -1.9089 0.0 0.2 0.0
C 3.5842 -6.4845 -3.1606 -0.3 0.7 0.2
N 3.0819 -5.3118 -3.5639 0.4 -0.4 -0.1
C 2.3126 -4.6366 -2.7139 -0.3 1.2 -1.5
C 1.9482 -5.0831 -1.4706 -0.4 -0.2 0.5
C 2.4711 -6.2873 -1.0603 -0.4 -0.2 0.2
C 0.9830 -4.3111 -0.5732 0.4 -0.1 0.2
O 0.2150 -4.9817 0.1280 0.1 0.2 -0.1
O 1.1874 -3.0720 -0.6127 -0.3 0.6 0.1
H 4.2308 -7.0107 -3.8270 0.3 -0.3 -0.4
H 1.9032 -3.6824 -3.1200 0.3 -0.7 0.5
H 2.1783 -6.7112 -0.1153 -0.1 0.1 0.3
```
Forces are in eV/Å.

Calculated total energy: -276655.4408 eV
Relative energy (zero: lowest compared OMol25 entry of this formula, charge and spin): 19.1 kJ/mol
Kohn-Sham gap: 0.1991 Ha
Net charge: -2


# 3
# C31H34EuI2N3OS4Te

A molecular structure, C31H34EuI2N3OS4Te (wB97M-V/def2-TZVPD, the Open Molecules 2025 dataset).

```
77
Properties=species:S:1:pos:R:3:forces:R:3
Eu 0.0087 -0.4176 0.5294 1.8 -0.5 0.9
C -1.1168 -0.2284 -2.8943 0.6 0.3 0.2
N -0.2563 0.8298 -2.2927 -0.5 -0.9 0.8
C -1.0705 1.9993 -1.8682 -0.3 -0.1 -1.0
C -0.3958 3.0500 -1.0101 0.6 -0.1 0.6
N -0.5416 2.8050 0.4592 -0.1 -0.1 -0.3
C -1.8902 3.2528 0.9193 0.6 -0.7 0.3
C 0.4992 3.4702 1.2321 0.8 -0.5 1.2
C 0.8010 4.8043 0.9380 0.0 -0.5 0.5
C 1.6978 5.5299 1.7254 0.0 0.5 -0.1
C 2.3340 4.9662 2.8368 -0.5 -0.7 -0.3
C 2.1392 3.6033 3.0651 -0.3 1.0 -0.5
C 1.2281 2.8137 2.3138 0.4 1.2 -0.6
S 1.3469 1.1685 2.8365 -1.3 -1.2 -1.2
C 0.9649 1.0566 -3.0337 0.6 0.3 0.4
C 0.9738 0.9743 -4.4351 0.3 0.5 0.4
C 2.1366 1.2624 -5.1490 0.1 0.2 0.4
C 3.3399 1.5607 -4.4583 -0.3 -0.2 -0.4
C 3.3851 1.4920 -3.0783 -0.7 0.1 -0.3
C 2.1941 1.2852 -2.3217 0.3 -0.6 -0.9
S 2.4825 1.1717 -0.6372 -1.3 -0.3 1.1
H -1.4544 0.0320 -3.9207 -0.1 -0.2 0.5
H -1.9686 -0.4002 -2.2309 -0.1 0.2 -0.2
H -0.5514 -1.1768 -2.9186 -0.1 0.4 -0.2
H -1.9214 1.5838 -1.3192 0.0 0.0 -0.1
H -1.4885 2.5296 -2.7674 0.2 -0.4 0.4
H -0.8247 4.0258 -1.2695 -0.1 0.0 0.0
H 0.6772 3.0754 -1.2440 -0.3 0.1 0.1
H -2.0494 4.3470 0.8187 0.2 -0.4 0.0
H -2.0069 2.9435 1.9817 0.0 0.3 -0.7
H -2.6345 2.7178 0.3254 -0.1 0.1 0.1
H 0.2890 5.2495 0.0784 0.3 0.1 0.4
H 1.9227 6.5562 1.4534 -0.1 0.1 0.0
H 2.9499 5.5538 3.5298 -0.1 -0.2 -0.6
H 2.7322 3.0745 3.8044 -0.2 0.2 0.1
H 0.0462 0.7316 -4.9643 0.5 0.2 0.1
H 2.0674 1.2755 -6.2302 0.3 0.0 0.0
H 4.2476 1.8139 -5.0157 -0.3 -0.2 0.1
H 4.3078 1.5531 -2.4848 -0.4 0.2 -0.5
I 0.5530 -4.1266 4.6654 0.2 0.1 -0.4
C 1.6802 -4.0657 2.8926 0.2 1.2 -1.7
C 2.6605 -5.0206 2.6377 0.0 -0.2 0.4
C 3.3808 -5.0326 1.4500 -0.2 0.3 0.2
I 4.8429 -6.5022 1.2254 0.2 -0.3 0.1
C 3.1818 -4.0991 0.4109 0.2 -0.6 0.5
C 3.9013 -4.0783 -0.7998 0.4 -0.2 0.1
C 3.5655 -3.1371 -1.7662 -0.7 0.7 -0.1
C 2.4821 -2.3060 -1.4956 1.1 -0.1 -1.5
N 1.8292 -2.2818 -0.3377 -1.8 1.9 0.2
C 2.1869 -3.1234 0.6258 -0.8 -1.0 2.3
C 1.4456 -3.0257 1.8933 1.1 -1.2 0.2
O 0.6557 -2.0093 2.0803 -0.5 0.5 -0.7
H 2.9212 -5.7508 3.3991 -0.2 0.0 -0.1
H 4.7047 -4.7829 -0.9406 0.1 0.0 -0.1
H 4.1516 -3.0373 -2.6861 -0.4 0.0 0.3
H 2.1313 -1.6006 -2.2333 0.1 0.2 -0.2
C -4.9691 -1.0741 -1.2973 0.4 0.3 -0.2
C -3.6761 -1.3627 -0.4915 -1.0 -0.1 -0.9
S -3.1323 -0.1384 0.5496 0.5 -0.2 -0.5
C -3.0548 -2.5998 -0.7291 0.5 -0.4 -0.4
C -3.7113 -3.6762 -1.6243 0.4 0.0 0.5
S -1.5097 -2.9969 -0.1649 -0.1 0.4 -0.1
H -5.3560 -0.1114 -0.9493 0.0 -0.2 -0.2
H -5.7431 -1.8395 -1.1672 0.1 0.1 0.1
H -4.7841 -1.0175 -2.4109 0.0 0.0 1.1
H -4.7484 -3.4554 -1.8621 0.0 0.0 -0.1
H -3.7053 -4.6270 -1.0442 0.2 0.5 -0.6
H -3.1432 -3.8015 -2.5773 -0.3 0.0 0.8
C -1.8829 1.2428 4.8147 -0.7 -0.1 -0.2
Te -1.3589 -0.5913 3.8292 0.2 0.1 -0.1
C -3.2906 -1.5184 3.9650 -0.9 0.1 0.4
H -2.8439 1.6137 4.4409 0.0 -0.2 0.2
H -1.1482 1.9867 4.5524 0.5 0.1 -0.1
H -1.9036 1.0947 5.8937 -0.1 0.1 -0.1
H -3.5605 -1.7082 5.0247 0.2 0.1 -0.6
H -3.2674 -2.4774 3.4248 0.2 0.3 0.2
H -4.0848 -0.8981 3.4984 0.6 -0.3 0.2
```
Forces are in eV/Å.

Calculated total energy: -125381.0981 eV
Relative energy (zero: lowest compared OMol25 entry of this formula, charge and spin): 153.4 kJ/mol
2S+1: 7
Kohn-Sham gap (alpha / beta): 0.1112 / 0.1673 Ha
Net charge: -2


# 4
# C31H34FIO6

2 unconnected molecules or ions with the total composition C31H34FIO6 (wB97M-V/def2-TZVPD, the Open Molecules 2025 dataset).

```
73
Properties=species:S:1:pos:R:3:forces:R:3
C 4.6530 -1.4416 2.4418 0.0 -0.1 -0.1
C 3.5114 -2.0584 1.6305 0.3 -0.1 0.0
C 3.6237 -1.7805 0.1202 -0.1 -0.2 0.2
C 2.3570 -1.2215 -0.5477 0.1 0.0 -0.2
C 2.5934 -0.9675 -2.0515 -0.2 -0.3 0.1
C 1.7912 -0.0217 0.1810 -0.2 -0.2 0.2
C 2.4348 1.2166 0.1509 0.1 0.2 -0.1
C 3.6820 1.5102 -0.6498 0.0 0.3 0.1
C 3.4079 2.0367 -2.0682 0.2 0.0 -0.1
F 2.0975 2.4855 -2.1963 0.0 0.0 0.0
C 1.9064 2.2830 0.8582 -0.1 0.1 -0.1
C 0.7096 2.2362 1.5594 0.1 0.0 0.1
C 0.2701 3.5141 2.2205 -0.1 0.0 -0.1
I 0.8217 3.4508 4.3104 0.0 0.0 0.1
C -1.1597 3.9858 1.8953 -0.1 0.2 0.0
C -2.0284 4.5327 3.0171 -0.1 0.0 -0.1
C 0.0296 1.0190 1.5538 0.1 -0.1 0.0
C 0.5855 -0.0960 0.9008 0.1 0.0 0.0
C -0.1995 -1.3678 1.0416 0.1 0.0 0.0
O 0.2955 -2.4702 1.1676 0.0 0.0 -0.2
C -1.6722 -1.2219 1.0699 -0.1 0.2 0.0
C -2.2177 -0.1519 1.6429 0.1 -0.1 -0.1
C -3.6955 0.0664 1.7906 -0.1 0.0 0.2
C -4.4166 -0.4137 0.5474 -0.1 -0.3 0.0
O -5.1202 -1.4009 0.5970 0.1 0.2 0.0
C -4.1630 0.2973 -0.7393 -0.1 0.0 0.0
C -3.5046 1.5234 -0.7910 0.0 -0.1 0.1
C -3.2698 2.1469 -2.0037 0.0 0.0 0.1
C -3.6873 1.5387 -3.1776 0.0 0.1 0.0
C -4.3402 0.3157 -3.1352 0.0 0.0 0.0
C -4.5830 -0.3033 -1.9214 0.0 0.1 -0.1
C -1.2874 0.8577 2.2294 -0.1 0.1 0.0
O -1.6385 1.5186 3.1826 0.0 -0.1 -0.1
H 5.5927 -1.5209 1.8933 0.1 0.0 0.0
H 4.4749 -0.3876 2.6555 0.0 0.1 0.0
H 4.7918 -1.9639 3.3872 -0.1 0.1 0.1
H 3.5277 -3.1362 1.7941 -0.1 0.0 0.0
H 2.5545 -1.7117 2.0127 -0.1 0.0 0.0
H 3.8523 -2.7142 -0.3983 0.1 0.0 -0.1
H 4.4777 -1.1280 -0.0633 0.0 0.1 0.0
H 1.6274 -2.0172 -0.4837 -0.1 0.0 0.0
H 3.6511 -0.8184 -2.2706 0.0 0.1 0.0
H 2.2670 -1.8350 -2.6220 0.0 -0.1 0.0
H 2.0083 -0.1230 -2.4133 0.0 0.0 0.0
H 4.2208 2.2904 -0.1125 0.1 0.0 0.1
H 4.3459 0.6535 -0.6949 0.0 0.0 -0.1
H 4.0588 2.8815 -2.2900 0.0 0.1 0.0
H 3.5771 1.2684 -2.8216 -0.1 0.1 0.0
H 2.4340 3.2290 0.8369 0.1 0.0 0.0
H 0.9471 4.2797 1.8595 0.1 0.1 0.1
H -1.6962 3.1872 1.3876 0.0 0.0 0.0
H -1.0453 4.7859 1.1604 0.0 0.0 -0.1
H -2.2460 3.7753 3.7653 0.1 0.0 0.1
H -2.9739 4.8741 2.5931 0.0 0.0 0.0
H -1.5615 5.3915 3.4960 0.0 0.0 0.1
H -2.2674 -2.0443 0.6906 0.0 -0.1 0.0
H -4.0901 -0.5038 2.6299 0.0 0.0 0.1
H -3.8993 1.1175 1.9930 0.0 0.1 0.0
H -3.1763 1.9906 0.1281 0.0 0.1 0.0
H -2.7579 3.0981 -2.0202 0.0 0.0 -0.1
H -3.4962 2.0142 -4.1293 0.0 0.0 0.0
H -4.6572 -0.1584 -4.0532 0.0 0.0 0.0
H -5.0898 -1.2564 -1.8884 0.0 0.0 0.1
O 0.0161 -2.8517 -4.0519 0.0 0.1 0.0
C -0.3123 -3.5896 -3.1823 0.0 0.0 0.1
O 0.5160 -4.0707 -2.2258 0.0 0.0 0.0
C -0.2733 -4.7309 -1.2267 -0.1 0.0 0.1
C -1.5277 -5.0901 -2.0018 0.0 -0.1 0.0
O -1.5653 -4.0673 -3.0040 0.0 0.0 0.0
H 0.2631 -5.5925 -0.8392 0.1 0.0 -0.1
H -0.4661 -4.0292 -0.4165 0.0 0.0 0.0
H -1.4538 -6.0606 -2.4953 0.0 0.0 0.0
H -2.4353 -5.0540 -1.4057 0.0 0.1 0.0
```
Forces are in eV/Å.

Calculated total energy: -55801.7835 eV
Kohn-Sham gap: 0.2913 Ha
Structure (SMILES): CCC[C@H](C)c1c(CCF)cc([C@H](I)CC)c2c1C(=O)C=C(CC(=O)c1ccccc1)C2=O.O=C1OCCO1